Below is 3 unconnected molecules or ions with the total composition C19H26BF3IO, with properties calculated with wB97M-V/def2-TZVPD.

```
51
Properties=species:S:1:pos:R:3:forces:R:3
C -2.94188 0.64615 -0.19026 -0.128 -0.001 -0.036
C -2.00224 1.82361 0.09499 -0.004 -0.085 0.023
C -2.46252 2.82116 1.15823 0.193 0.010 0.025
I -4.43262 3.58076 0.57033 -0.145 0.071 -0.035
B -2.38053 2.39083 2.77385 -0.177 0.090 -0.076
C -1.53013 1.03028 3.01908 0.227 0.003 0.099
O -2.16371 -0.13697 2.46260 0.024 -0.022 0.020
C -1.27277 -1.14322 2.10607 0.044 -0.097 0.056
C -1.59824 3.62925 3.50360 -0.032 0.146 -0.023
C -2.43865 4.87590 3.72791 0.055 -0.019 -0.010
F -1.07609 3.26038 4.79449 -0.076 -0.019 0.009
H -3.56106 0.42757 0.68104 0.096 0.020 -0.112
H -2.37296 -0.26100 -0.42356 -0.058 0.084 -0.038
H -3.59990 0.86100 -1.03570 0.018 0.027 0.032
H -1.78165 2.34998 -0.84268 0.007 -0.071 0.039
H -1.04729 1.42796 0.46759 -0.046 0.081 -0.045
H -1.89546 3.74561 0.99785 0.041 -0.115 0.025
H -3.49954 2.27720 3.26277 0.074 -0.070 -0.011
H -1.39593 0.87891 4.10159 0.030 -0.059 -0.099
H -0.50673 1.08513 2.59646 -0.083 0.075 0.027
H -0.47733 -0.75508 1.44461 -0.043 -0.064 0.025
H -1.82390 -1.91961 1.56810 0.033 0.057 0.051
H -0.77733 -1.60793 2.97640 -0.028 0.079 -0.020
H -0.69833 3.91693 2.93143 -0.016 -0.051 0.096
H -2.62783 5.37706 2.77322 -0.033 -0.056 0.045
H -1.92763 5.58194 4.39362 -0.011 -0.020 -0.076
H -3.40637 4.61103 4.16149 0.065 0.017 0.003
F -1.12967 -3.73953 -0.14063 -0.026 -0.122 -0.006
C -0.71817 -3.47717 -1.39555 -0.009 0.108 0.026
C 0.13684 -2.41136 -1.59475 -0.004 0.031 -0.019
C 0.55449 -2.13658 -2.88806 0.004 0.005 0.022
C 0.12334 -2.91998 -3.95027 -0.016 -0.009 0.016
C -0.74108 -3.98047 -3.71759 -0.008 0.000 -0.012
C -1.17564 -4.26762 -2.43034 0.038 -0.014 -0.001
H 0.44622 -1.80960 -0.75084 -0.006 -0.001 0.005
H 1.21980 -1.30268 -3.06468 -0.005 -0.003 -0.004
H 0.45697 -2.69957 -4.95542 0.004 -0.002 0.000
H -1.08792 -4.58867 -4.54324 0.001 0.000 0.000
H -1.85520 -5.08266 -2.22284 -0.001 -0.001 0.004
F 3.57878 -1.92141 -3.99363 0.044 0.010 -0.042
C 4.27529 -1.47163 -2.92780 -0.027 -0.016 -0.013
C 4.13827 -0.14929 -2.55694 -0.005 -0.006 0.012
C 4.85315 0.30211 -1.45639 -0.007 0.015 0.009
C 5.68377 -0.56039 -0.75483 -0.006 -0.007 -0.011
C 5.79867 -1.88511 -1.15334 0.001 -0.010 0.011
C 5.08950 -2.35559 -2.24933 -0.005 0.010 0.022
H 3.47978 0.50168 -3.11573 0.002 0.000 -0.005
H 4.75112 1.33268 -1.14315 -0.001 -0.002 0.001
H 6.23229 -0.20313 0.10603 -0.001 0.001 0.001
H 6.43816 -2.56326 -0.60350 0.000 0.002 0.001
H 5.14989 -3.38561 -2.57232 0.003 0.002 -0.012
```
Forces are in eV/Å.

Results
Total charge: -1
Strongest force on any atom: 0.2 eV/A
Gap between HOMO and LUMO: 0.2670 Eh
Highest occupied orbital energy: -4.935 eV